Density functional theory data (ωB97M-V/def2-TZVPD) for a cluster of 2 separate species, C2H4Cl3OP in total in a non-equilibrium geometry.

Total charge: 0
HOMO (spin up / spin down) (eV): -9.5 / -8.5
E_LUMO (spin up / spin down) (Ha): -0.048 / -0.113
Energy above the lowest of the compared OMol25 structures with the same formula, charge and spin (eV): 3.4675

Atoms and positions in Å:
C -1.05 0.61 -1.64
C -0.33 -0.47 -0.98
O 0.01 -0.73 2.62
P 1.01 0.01 1.83
Cl -0.93 -1.44 0.23
Cl 1.73 1.52 3.07
Cl 2.76 -1.21 1.79
H -0.63 1.67 -1.28
H -2.14 0.48 -1.47
H -0.82 0.57 -2.65
H 0.38 -1.00 -1.52

Charges per atom according to Mulliken partitioning, unit e: -0.73 -0.27 -0.45 0.72 -0.05 -0.25 -0.26 0.21 0.32 0.32 0.45